<w>
{"formula": "C6H10O2", "method": "the ωB97M-V functional and the def2-TZVPD basis", "smiles": "COC1(C)CC(=O)C1", "lumo_energy_ev": 0.716, "gap_ha": 0.368, "multiplicity": 1, "homo_energy_ev": -9.293, "symbols": ["C", "O", "C", "C", "C", "C", "O", "C", "H", "H", "H", "H", "H", "H", "H", "H", "H", "H"], "coordinates": [[1.0880, 0.0384, -1.9790], [0.1645, -0.8569, -1.5053], [-0.4978, -0.4945, -0.2682], [-1.6057, -1.4718, 0.1589], [-0.6354, 1.0588, -0.0700], [0.2143, 0.8595, 1.2444], [0.5012, 1.6259, 2.0948], [0.6969, -0.5492, 0.7998], [0.3646, 0.9447, -2.5162], [1.6576, -0.7732, -2.7434], [1.8850, 0.6781, -1.3603], [-2.5916, -1.5286, -0.3438], [-0.7608, -2.3983, 0.1665], [-1.9679, -1.2519, 1.3117], [-1.5635, 1.3439, 0.1896], [-0.3884, 1.9829, -0.7754], [0.8671, -1.2890, 1.7281], [1.6113, -0.5086, 0.3125]]}



<x>
{"formula": "C6H10O2", "method": "the ωB97M-V functional and the def2-TZVPD basis", "smiles": "C[C@H]1O[C@@H]2C[C@]2(C)O1", "lumo_energy_ev": 1.023, "gap_ha": 0.366, "multiplicity": 1, "homo_energy_ev": -8.947, "symbols": ["C", "C", "O", "C", "C", "C", "C", "O", "H", "H", "H", "H", "H", "H", "H", "H", "H", "H"], "coordinates": [[-0.7286, -0.8964, 2.2507], [-0.1892, 0.2513, 1.3901], [1.0219, -0.1155, 0.9288], [1.0358, -0.3855, -0.5000], [1.1056, 0.9003, -1.2649], [-0.2544, 0.2276, -0.9169], [-0.8773, -0.3687, -2.1788], [-0.8863, 0.6185, 0.2116], [-0.4774, -1.7889, 1.6366], [-1.7410, -0.7533, 2.6563], [-0.1277, -0.7967, 3.1081], [-0.2876, 1.1624, 1.9860], [1.4998, -1.3612, -0.7227], [1.3110, 1.6786, -0.6215], [1.4729, 0.9810, -2.2921], [-1.7980, -0.9637, -1.9472], [-0.2379, -0.9972, -2.8286], [-1.2508, 0.4440, -2.7796]]}



Ranked by calculated energy, most stable first: <x>, <w>.



<w>
{"formula": "C6H10O2", "method": "the ωB97M-V functional and the def2-TZVPD basis", "lumo_energy_ev": [-1.267, -0.329], "gap_ha": [0.235, 0.338], "multiplicity": 1, "homo_energy_ev": [-7.666, -9.525], "symbols": ["C", "C", "C", "C", "C", "C", "O", "O", "H", "H", "H", "H", "H", "H", "H", "H", "H", "H"], "coordinates": [[-0.9025, 0.6689, 3.4354], [-0.0235, 0.3585, 2.6575], [-0.8678, -1.1887, -1.8544], [0.3771, 1.0849, -1.6037], [1.0741, 0.3056, 1.7557], [-0.1341, -0.1174, -0.8128], [1.5464, -0.8910, 1.4304], [-0.9056, 0.0790, 0.1621], [-1.6901, 0.6231, 4.1240], [-0.3300, -1.4424, -2.8003], [-1.1262, -2.1062, -1.3355], [-1.8629, -0.7760, -2.1143], [-0.2964, 1.9956, -1.5292], [0.4777, 1.0259, -2.6613], [1.3792, 1.4010, -1.1338], [1.7027, 1.1298, 1.4295], [0.8007, -0.5826, -0.4790], [0.7812, -1.5679, 1.3298]]}



<x>
{"formula": "C6H10O2", "method": "the ωB97M-V functional and the def2-TZVPD basis", "smiles": "CC(=O)[C@H](C)CC=O", "lumo_energy_ev": 0.832, "gap_ha": 0.346, "multiplicity": 1, "homo_energy_ev": -8.590, "symbols": ["C", "C", "O", "C", "C", "C", "C", "O", "H", "H", "H", "H", "H", "H", "H", "H", "H", "H"], "coordinates": [[2.4754, 0.8190, -0.1928], [1.0515, 1.0556, -0.6456], [0.7894, 1.8796, -1.4764], [-0.3233, 0.1834, 0.2552], [0.1660, -0.9017, 1.1864], [-1.1163, -0.2459, -0.8717], [-2.7641, -0.5771, -0.1375], [-3.3508, 0.1885, 0.5674], [3.1403, 1.5910, -0.5821], [2.8037, -0.1453, -0.5822], [2.5188, 0.7765, 0.8940], [-0.7821, 1.0060, 0.8074], [0.6237, -1.7217, 0.6343], [-0.6695, -1.2859, 1.7722], [0.8867, -0.5072, 1.9015], [-0.8007, -1.1792, -1.3338], [-1.3443, 0.5181, -1.6126], [-3.3043, -1.4536, -0.5838]]}



<y>
{"formula": "C6H10O2", "method": "the ωB97M-V functional and the def2-TZVPD basis", "lumo_energy_ev": [0.493, 0.493], "gap_ha": [0.296, 0.296], "multiplicity": 1, "homo_energy_ev": [-7.572, -7.572], "symbols": ["C", "C", "C", "C", "C", "C", "O", "O", "H", "H", "H", "H", "H", "H", "H", "H", "H", "H"], "coordinates": [[-0.3427, -0.1094, 0.1484], [0.8485, 0.5549, 0.2083], [0.5345, -0.3861, 1.3412], [-0.1442, 2.0848, 0.7759], [-1.7390, -0.2174, -0.2928], [0.6978, -1.5210, -1.2666], [2.0502, -1.7086, -1.4265], [-0.0682, -2.1781, -1.9423], [2.1845, -2.3258, -2.1743], [1.6480, 0.8875, -0.4299], [0.2779, 0.0318, 2.3087], [1.0256, -1.3474, 1.3773], [-1.9708, 0.5273, -1.0546], [-0.3938, 2.6176, -0.1352], [0.6566, 2.5397, 1.3532], [-0.9988, 1.9277, 1.4278], [-1.8265, -1.2072, -0.7588], [-2.4396, -0.1703, 0.5401]]}



Ranked by calculated energy, most stable first: <x>, <y>, <w>.



<w>
{"formula": "C6H10O2", "method": "the ωB97M-V functional and the def2-TZVPD basis", "smiles": "OC[C@@]12CCO[C@H]1C2", "lumo_energy_ev": 0.858, "gap_ha": 0.381, "multiplicity": 1, "homo_energy_ev": -9.496, "symbols": ["O", "C", "C", "C", "C", "O", "C", "C", "H", "H", "H", "H", "H", "H", "H", "H", "H", "H"], "coordinates": [[1.4607, 2.2541, 0.0177], [0.2822, 1.1907, 0.0029], [0.6294, -0.2205, 0.2843], [-0.5833, -0.7367, 1.1025], [-1.7680, -0.7517, 0.0967], [-1.0869, -0.5194, -1.2929], [0.2679, -0.8845, -0.8396], [1.7691, -0.4299, -0.7469], [0.9284, 3.0011, -0.3080], [-0.4717, 1.2780, -0.9899], [-0.4144, 1.3605, 0.8894], [-0.6699, 0.2226, 1.6777], [-0.4002, -1.6728, 1.4489], [-2.3810, 0.0902, 0.2337], [-2.2759, -1.6984, 0.3509], [0.1419, -1.8033, -0.3447], [2.2444, 0.6458, -0.8962], [2.3272, -1.3260, -0.6866]]}



<x>
{"formula": "C6H10O2", "method": "the ωB97M-V functional and the def2-TZVPD basis", "smiles": "CO[C@H](C)C(C)=C=O", "lumo_energy_ev": 0.861, "gap_ha": 0.349, "multiplicity": 1, "homo_energy_ev": -8.625, "symbols": ["C", "O", "C", "C", "C", "C", "C", "O", "H", "H", "H", "H", "H", "H", "H", "H", "H", "H"], "coordinates": [[1.5311, -0.5613, -1.6272], [1.2636, -0.9698, -0.3101], [0.5094, -0.0480, 0.4438], [0.5117, -0.5416, 1.8890], [-0.9197, 0.1293, -0.0705], [-1.4961, 1.5227, -0.0592], [-1.6192, -0.8914, -0.4528], [-2.2355, -1.8105, -0.8234], [2.1500, -1.3390, -2.0695], [0.6095, -0.4534, -2.2100], [2.0749, 0.3922, -1.6430], [0.9878, 0.9459, 0.3901], [1.5327, -0.5909, 2.2579], [0.0778, -1.5365, 1.9310], [-0.0665, 0.1301, 2.5171], [-0.9223, 2.1745, -0.7183], [-1.4593, 1.9354, 0.9487], [-2.5299, 1.5123, -0.3935]]}



<y>
{"formula": "C6H10O2", "method": "the ωB97M-V functional and the def2-TZVPD basis", "smiles": "OC/C=C\\C[C@@H]1CO1", "lumo_energy_ev": 0.981, "gap_ha": 0.380, "multiplicity": 1, "homo_energy_ev": -9.365, "symbols": ["O", "C", "C", "C", "C", "C", "C", "O", "H", "H", "H", "H", "H", "H", "H", "H", "H", "H"], "coordinates": [[-1.8908, 1.6043, -0.1024], [-2.3148, 0.2621, -0.3796], [-1.4619, -0.5188, 0.6945], [-0.2093, -0.8617, 0.5725], [0.5011, -0.9786, -0.7955], [1.7787, -0.0924, -0.4096], [2.0171, 0.7889, 0.7168], [1.5272, 1.3414, -0.3958], [-0.9592, 1.6198, -0.0700], [-2.0848, 0.0905, -1.3769], [-3.4925, -0.0775, -0.4680], [-1.9107, -0.4842, 1.8010], [0.2978, -1.3222, 1.3788], [0.0968, -0.7546, -1.7432], [1.0924, -1.8848, -0.9706], [2.5010, -0.3729, -1.1207], [2.9927, 1.0598, 0.9308], [1.5194, 0.5808, 1.7380]]}



Ranked by calculated energy, most stable first: <x>, <y>, <w>.



<w>
{"formula": "C5H10BrN", "method": "the ωB97M-V functional and the def2-TZVPD basis", "s_squared": 2.01, "lumo_energy_ev": [0.658, -1.118], "gap_ha": [0.264, 0.349], "multiplicity": 3, "homo_energy_ev": [-6.529, -10.612], "symbols": ["C", "C", "C", "C", "C", "N", "Br", "H", "H", "H", "H", "H", "H", "H", "H", "H", "H"], "coordinates": [[-0.0022, -0.8081, -0.1172], [0.9921, 1.3352, -0.2067], [-0.9125, 0.5758, -1.8892], [0.0581, -1.2036, 2.4366], [-0.3126, 0.4819, -0.4201], [0.2849, -1.8247, -0.8065], [-1.4592, -0.1099, 3.0347], [1.2476, 1.4455, 0.8051], [0.6784, 2.2589, -0.6068], [1.8413, 0.8967, -0.6963], [-0.1924, -0.1285, -2.3755], [-1.9903, 0.2660, -2.1144], [-0.8326, 1.5499, -2.3508], [1.0601, -0.7541, 2.6858], [0.0301, -2.2783, 2.5447], [-1.1017, 0.9489, 0.2788], [0.6111, -2.6518, -0.2022]]}



<x>
{"formula": "C5H10BrN", "method": "the ωB97M-V functional and the def2-TZVPD basis", "s_squared": 2.01, "lumo_energy_ev": [0.947, -0.815], "gap_ha": [0.318, 0.315], "multiplicity": 3, "homo_energy_ev": [-7.696, -9.389], "symbols": ["C", "C", "C", "C", "C", "N", "Br", "H", "H", "H", "H", "H", "H", "H", "H", "H", "H"], "coordinates": [[-1.7788, -1.0389, -1.0653], [-0.3837, -0.5510, -0.8416], [1.3369, 0.6790, 2.1788], [0.0337, 0.7634, -0.1976], [1.4273, 0.6896, 0.5635], [-2.0839, -0.7295, -2.4624], [-1.7742, -1.9474, -3.6386], [-1.8287, -2.0817, -0.8164], [-2.5938, -0.5092, -0.4701], [0.2705, -1.2678, -1.2624], [0.9219, 1.5858, 2.6376], [2.3125, 0.6304, 2.6182], [0.7600, -0.1550, 2.6447], [0.2640, 1.3191, -1.0711], [-0.8295, 1.3063, 0.4364], [1.9228, -0.2875, 0.3410], [2.0232, 1.5945, 0.4051]]}



Ranked by calculated energy, most stable first: <x>, <w>.



<w>
{"formula": "C3H10N2O", "method": "the ωB97M-V functional and the def2-TZVPD basis", "smiles": "NCCNCO", "lumo_energy_ev": 0.907, "gap_ha": 0.358, "multiplicity": 1, "homo_energy_ev": -8.837, "symbols": ["N", "C", "C", "N", "C", "O", "H", "H", "H", "H", "H", "H", "H", "H", "H", "H"], "coordinates": [[-1.8504, -1.8138, 0.3824], [-1.3086, -0.4697, 0.3380], [-0.4964, -0.2664, -0.9546], [0.5051, 0.7757, -0.9818], [1.6515, 0.5827, -0.1369], [1.5699, 1.2325, 1.1232], [-2.6381, -1.8910, -0.2508], [-2.2367, -1.9803, 1.3042], [-0.6834, -0.3098, 1.2194], [-2.0643, 0.3321, 0.3793], [-0.0138, -1.2032, -1.2021], [-1.2224, -0.0862, -1.7623], [0.1138, 1.6986, -0.8614], [1.7547, -0.4927, 0.0010], [2.5272, 0.9601, -0.6484], [1.3264, 0.5831, 1.8047]]}



<x>
{"formula": "C3H10N2O", "method": "the ωB97M-V functional and the def2-TZVPD basis", "lumo_energy_ev": -4.543, "gap_ha": 0.123, "multiplicity": 1, "homo_energy_ev": -7.888, "symbols": ["C", "C", "N", "C", "N", "H", "H", "H", "H", "H", "H", "H", "H", "H", "H", "O"], "coordinates": [[0.0478, -0.5094, 1.2520], [0.1487, -0.8426, -0.2843], [1.6090, -0.6854, -0.7822], [-2.8956, 0.9031, -0.7677], [-2.3398, -0.1984, -0.4045], [-1.0072, -0.1416, 1.3774], [0.2563, -1.2958, 1.9265], [0.9101, 0.2426, 1.2152], [-0.3312, -0.0169, -0.7766], [-0.2296, -1.7791, -0.4881], [2.1328, -0.1856, -0.0010], [-3.2257, 1.0615, -1.8372], [2.7585, 1.9089, 1.2948], [-2.9730, 1.8496, -0.1789], [2.0547, -1.5794, -0.9368], [2.6205, 1.1020, 0.6890]]}



Ranked by calculated energy, most stable first: <w>, <x>.



<w>
{"formula": "C3H10N2O", "method": "the ωB97M-V functional and the def2-TZVPD basis", "lumo_energy_ev": 0.829, "gap_ha": 0.333, "multiplicity": 1, "homo_energy_ev": -8.235, "symbols": ["C", "C", "N", "H", "H", "H", "H", "H", "H", "N", "C", "O", "H", "H", "H", "H"], "coordinates": [[0.1291, -0.4147, -1.9634], [1.2616, 0.2432, -1.8077], [-0.7927, -0.5717, -0.8581], [-0.1788, -0.8673, -2.8916], [1.9079, 0.4223, -2.6508], [1.5602, 0.6015, -0.8399], [-0.2445, -0.8362, 0.1396], [-1.2107, 0.3500, -0.5529], [-1.5305, -1.2212, -1.0957], [0.3610, -0.6246, 1.4273], [-0.5591, 0.9804, 1.7549], [-1.1920, 1.4274, 0.7584], [1.2742, -0.3414, 1.7540], [-0.0106, -1.2260, 2.1440], [-1.1194, 0.5709, 2.6044], [0.3445, 1.5074, 2.0775]]}



<x>
{"formula": "C3H10N2O", "method": "the ωB97M-V functional and the def2-TZVPD basis", "smiles": "C=NC.NCO", "lumo_energy_ev": 0.680, "gap_ha": 0.363, "multiplicity": 1, "homo_energy_ev": -9.190, "symbols": ["C", "N", "C", "H", "H", "H", "H", "H", "N", "C", "O", "H", "H", "H", "H", "H"], "coordinates": [[1.4181, -1.6575, 1.4081], [0.2809, -1.4158, 1.9244], [-0.8860, -2.1226, 1.3200], [1.6092, -2.6961, 1.0808], [2.1161, -0.8409, 1.2278], [-1.5403, -2.5463, 2.0904], [-1.4761, -1.2824, 0.9741], [-0.5445, -2.8456, 0.5624], [-0.0986, 1.7389, -2.3965], [0.3685, 1.9062, -1.0433], [-0.5425, 2.6078, -0.1648], [-0.2201, 2.6011, -2.9205], [-1.0586, 1.4153, -2.2922], [1.3822, 2.2974, -1.0615], [0.4317, 0.8753, -0.6478], [-1.2400, 1.9649, -0.0615]]}



<y>
{"formula": "C3H10N2O", "method": "the ωB97M-V functional and the def2-TZVPD basis", "lumo_energy_ev": -1.267, "gap_ha": 0.210, "multiplicity": 1, "homo_energy_ev": -6.970, "symbols": ["C", "C", "N", "H", "H", "H", "H", "H", "H", "N", "C", "O", "H", "H", "H", "H"], "coordinates": [[-0.6178, 0.7941, 0.6546], [0.4200, 2.8855, 0.1442], [0.4466, 1.6267, 0.1368], [-1.5794, 1.0974, 0.2476], [-0.6974, 0.8201, 1.7425], [-0.3808, -0.2256, 0.3490], [-0.1465, 3.3660, 0.9269], [1.0860, 3.4171, -0.5266], [0.9808, 1.1064, -0.5797], [-0.1560, -2.6308, 0.2832], [0.2021, -1.9679, -1.0581], [0.7219, -0.7371, -0.9620], [0.6351, -2.5781, 0.9200], [-0.9559, -2.2330, 0.7686], [0.8408, -2.7432, -1.5074], [-0.7995, -1.9977, -1.5395]]}



<z>
{"formula": "C3H10N2O", "method": "the ωB97M-V functional and the def2-TZVPD basis", "lumo_energy_ev": 0.787, "gap_ha": 0.292, "multiplicity": 1, "homo_energy_ev": -7.145, "symbols": ["C", "C", "C", "O", "H", "H", "H", "H", "H", "H", "N", "N", "H", "H", "H", "H"], "coordinates": [[-2.0027, -0.5376, -0.5604], [-0.2211, 0.9136, 0.5415], [-1.0241, -0.2841, 0.5775], [-0.4513, 1.8213, -0.4550], [0.1939, 2.5345, -0.3922], [0.2019, 1.3083, 1.4589], [-1.4551, -0.4283, 1.5692], [-2.8199, 0.1866, -0.5642], [-1.5033, -0.4855, -1.5283], [-2.4201, -1.5418, -0.4795], [2.7844, -0.2723, 0.0758], [1.3692, -0.3784, 0.0902], [3.1553, -0.8230, 0.8405], [3.1982, -0.6324, -0.7836], [1.0922, -0.3169, -0.8937], [-0.0975, -1.0638, 0.5034]]}



Ranked by calculated energy, most stable first: <x>, <w>, <y>, <z>.